Record 1
139
Properties=species:S:1:pos:R:3 method="wB97M-V/def2-TZVPD" smiles="CCOC1=CC(=O)c2c(CCc3ccccc3)c(N)c(F)c(F)c2C1=O.CNC(C)=O.CNC(C)=O.CNC(C)=O.CNC(C)=O.CNC(C)=O.CNC(C)=O.CNC(C)=O.CNC(C)=O"
C 1.67967 -0.66388 -0.48865
C 2.74355 0.42300 -0.66517
O 3.00580 1.17616 0.54143
C 2.06840 2.16710 0.65171
C 1.04731 2.05279 1.48748
C 0.04387 3.17073 1.54401
O -0.45155 3.52348 2.59730
C -0.24725 3.81932 0.19925
C -1.50571 4.26746 -0.17283
C -2.66990 4.11305 0.80015
C -3.97112 3.45150 0.28978
C -3.93553 1.94008 0.13719
C -3.16597 1.07108 0.89353
C -3.27488 -0.28394 0.65811
C -4.11059 -0.80894 -0.28951
C -4.85953 0.05874 -1.07319
C -4.75338 1.40619 -0.83641
C -1.61819 4.85508 -1.43398
N -2.84694 5.39254 -1.94478
C -0.53159 4.96969 -2.27390
F -0.66180 5.51682 -3.48674
C 0.71733 4.53106 -1.88947
F 1.79454 4.64562 -2.67211
C 0.83356 3.95041 -0.66247
C 2.17716 3.40228 -0.22310
O 3.24727 3.88351 -0.54270
H 0.69529 -0.18343 -0.51173
H 1.73319 -1.30490 -1.37383
H 1.77578 -1.22586 0.44144
H 3.70915 0.02837 -0.99570
H 2.40054 1.07235 -1.48598
H 0.90648 1.17956 2.11851
H -2.91042 5.12901 1.15291
H -2.38172 3.56774 1.69104
H -4.36010 3.86545 -0.64237
H -4.72960 3.66492 1.05729
H -2.50046 1.46089 1.65942
H -2.67889 -0.98543 1.23698
H -4.22308 -1.87362 -0.46303
H -5.51234 -0.31658 -1.85498
H -5.37670 2.08334 -1.43415
H -3.40504 5.65268 -1.13798
H -3.34798 4.62748 -2.39753
C 0.05351 2.36939 -7.40801
N -0.05526 1.42076 -6.31727
C 0.69283 1.31577 -5.18601
C 1.78440 2.31280 -4.96075
O 0.45129 0.43263 -4.37739
H -0.87948 2.93223 -7.48920
H 0.21379 1.82603 -8.34087
H 0.87435 3.06239 -7.25351
H -0.78281 0.72479 -6.36306
H 2.27173 2.09449 -4.01518
H 2.53352 2.27788 -5.75305
H 1.34442 3.31022 -4.90387
C -3.44226 -1.96738 5.80720
N -2.41109 -1.97574 4.78728
C -1.79344 -0.91545 4.21057
C -2.19751 0.46554 4.65672
O -0.93534 -1.09221 3.35567
H -3.08427 -2.51247 6.68254
H -4.33058 -2.47002 5.42139
H -3.70456 -0.95641 6.09978
H -2.09017 -2.86596 4.43907
H -1.61147 1.18878 4.09592
H -3.25356 0.64699 4.45331
H -1.98929 0.59877 5.72008
C 0.91690 -3.88546 2.64197
N 0.05959 -3.17836 1.71290
C -0.64224 -3.67596 0.66691
C -0.54926 -5.15896 0.40037
O -1.32362 -2.93158 -0.02625
H 0.52971 -3.74525 3.65389
H 1.92045 -3.45921 2.58537
H 0.96733 -4.94695 2.42038
H -0.05450 -2.18336 1.83652
H -1.16288 -5.40216 -0.46277
H 0.48343 -5.44063 0.18635
H -0.91513 -5.72693 1.25651
C 3.68869 -5.78254 -2.91207
N 3.20814 -5.90531 -1.54808
C 3.86846 -6.38068 -0.46396
C 5.28820 -6.85299 -0.65846
O 3.31699 -6.41764 0.62803
H 3.63842 -4.73577 -3.21545
H 3.04627 -6.36861 -3.57098
H 4.71090 -6.13236 -3.00788
H 2.26596 -5.60721 -1.34681
H 5.67741 -7.20073 0.29402
H 5.31971 -7.67893 -1.37024
H 5.91592 -6.03461 -1.01269
C 6.38366 4.01718 -0.10803
N 7.48963 3.30992 0.51987
C 8.44960 2.55478 -0.07100
C 8.39381 2.40753 -1.57311
O 9.31986 2.01980 0.59938
H 6.47113 5.08063 0.12389
H 5.44776 3.64440 0.30045
H 6.37914 3.88571 -1.18438
H 7.58494 3.36613 1.52126
H 9.21997 1.78053 -1.89558
H 7.45830 1.93402 -1.87399
H 8.48695 3.38181 -2.05460
C 3.05096 -9.58025 2.67015
N 1.79289 -8.96106 2.30460
C 0.53794 -9.45758 2.44991
C 0.39309 -10.82838 3.06810
O -0.42965 -8.80613 2.08774
H 3.56879 -8.94110 3.38718
H 3.67335 -9.67702 1.77867
H 2.90137 -10.56126 3.10940
H 1.82093 -8.04139 1.88445
H -0.66155 -11.08326 3.11551
H 0.90492 -11.57584 2.46044
H 0.79860 -10.83378 4.08074
C -4.51089 3.35724 -6.79914
N -4.97988 3.25476 -5.43070
C -4.31960 2.75762 -4.35577
C -2.92416 2.23482 -4.53436
O -4.83292 2.73179 -3.24718
H -4.52674 4.40447 -7.10552
H -5.17967 2.79209 -7.45061
H -3.50208 2.97101 -6.90283
H -5.90804 3.58490 -5.21672
H -2.56881 1.87280 -3.57267
H -2.91232 1.40340 -5.24051
H -2.25044 3.02432 -4.87604
C -3.82080 6.45479 5.71739
N -4.01284 5.42971 4.70860
C -3.37009 4.23872 4.58637
C -2.31847 3.90342 5.61341
O -3.65284 3.47984 3.67108
H -4.76150 6.61715 6.24653
H -3.52873 7.38654 5.23008
H -3.05512 6.17208 6.43159
H -4.70318 5.58840 3.99159
H -1.89330 2.93621 5.37603
H -1.51932 4.64530 5.59670
H -2.76692 3.85874 6.60755

Record 2
15
Properties=species:S:1:pos:R:3 method="wB97M-V/def2-TZVPD" smiles="C1=CCN=C1.C=N"
C 0.54473 -0.99252 -1.21485
C -0.38401 -0.55588 -0.38461
C -0.92185 0.78593 -0.87837
N -0.20548 1.05756 -2.04114
C 0.60448 0.11410 -2.16694
H 1.04300 -1.91763 -1.21452
H -0.57716 -0.94696 0.59249
H -1.98406 0.64116 -1.17832
H -0.76763 1.47650 -0.09803
H 1.39243 0.35490 -2.89784
C 0.46192 -0.29097 2.08613
N -0.06116 0.85333 2.14146
H 0.30115 -1.03833 2.84898
H 1.18295 -0.59169 1.39120
H -0.62932 1.05050 3.01437

Record 3
ORCA calculation (wB97M-V/def2-TZVPD) on 40 unconnected molecules or ions with the total composition H80O40.

The geometry in XYZ format:
```
120
H80O40, DFT wB97M-V/def2-TZVPD
H -1.65593 -2.55322 3.66160
H -2.67076 -3.15414 2.63521
O -2.58321 -2.68884 3.47052
H -0.93932 6.75491 -0.11007
H -1.06599 5.44113 -1.07535
O -1.61744 6.13417 -0.46853
H -0.87849 -1.10882 2.85868
H 0.56143 -0.50695 2.43875
O -0.04016 -0.49031 3.22533
H -5.49586 -0.24491 0.55386
H -5.23943 -1.68604 1.00387
O -5.57372 -0.80783 1.28067
H -3.84176 2.74696 -0.98498
H -3.77783 4.19120 -0.65482
O -3.18825 3.55247 -0.98711
H 0.24472 -5.31815 0.05573
O 0.98762 -5.79596 -0.35855
H -2.47278 -5.08507 2.50469
O -2.35340 -4.66982 1.62133
H 0.29263 -4.94428 -2.20324
H 1.13650 -3.83306 -2.52347
O 0.20864 -3.99884 -2.42601
H -4.30674 3.75928 3.63439
H -5.30078 2.87215 2.79469
O -4.41666 3.03949 3.01762
H -0.02533 -2.26935 -6.53897
H -0.09187 -3.01020 -5.34321
O -0.52787 -2.24876 -5.73808
H -3.30854 0.14947 -1.28857
H -4.29722 0.94545 -2.35322
O -3.94733 0.83770 -1.38929
H -4.04677 -1.32861 -2.17241
O -4.81948 -1.83156 -2.42584
H 5.74395 -0.32089 -3.09809
H 4.45519 -0.06696 -3.63070
O 5.32723 -0.52050 -3.89202
H 0.47949 -0.03423 6.42619
H -0.16630 -1.27312 6.11016
O 0.28754 -0.86309 6.82056
H 1.56401 3.65123 4.08136
H 1.08315 2.30234 4.82515
O 1.79195 2.66946 4.24328
H 1.57319 2.11795 -3.26086
H 2.48903 0.87844 -3.36335
O 2.10552 1.61867 -3.84123
H -3.36759 3.05685 4.66015
H -1.86985 3.06320 5.09024
O -2.73319 3.41794 5.26174
H 5.35726 -1.53717 0.79316
H 4.40596 -0.77471 1.72456
O 4.43482 -1.29463 0.89578
H 1.91116 -1.00930 -1.17019
O 1.41261 -0.26229 -1.33403
H 2.52552 5.34149 2.01114
H 2.13243 3.94708 2.45388
O 2.85031 4.45814 2.12139
H -2.04173 1.49775 4.87747
O -1.14114 1.35895 4.93235
H 4.08012 -2.43945 -5.04370
H 4.97065 -2.46361 -3.86662
O 4.13596 -3.00552 -4.19836
H -0.54862 -1.53642 0.77100
H -0.54104 -2.90761 1.58624
O -1.09504 -2.11545 1.42468
H 1.11658 1.73944 1.88879
H 1.24959 0.69102 0.48676
O 1.21871 0.87347 1.42909
H -0.47358 4.18315 1.69083
H 0.26970 5.30121 0.78205
O 0.33138 4.73995 1.53509
H 0.59304 3.76463 -4.18520
H 1.90943 4.04536 -4.91556
O 1.48009 4.17980 -4.04484
H 1.10308 3.58425 -1.70613
H 2.12953 2.60580 -0.90830
O 1.43195 2.69295 -1.49264
H 3.71688 -4.75354 1.17878
H 2.88368 -5.32939 -0.00897
O 3.74285 -5.25854 0.37389
H 4.68771 -0.06401 -0.79381
H 5.13245 1.36273 -1.32119
O 5.05589 0.47354 -1.50180
H -2.71935 1.65121 0.46884
H -3.13370 0.79307 1.75117
O -2.66360 0.72137 0.92654
H 2.41117 -3.96273 -0.76882
H 3.06711 -2.48133 -0.85849
O 2.23394 -2.97830 -0.74945
H -2.62563 3.40752 1.77507
O -1.75674 3.42303 2.22528
H -2.96094 -1.48979 0.98755
H -2.95799 -1.62735 -0.51585
O -3.47462 -1.86734 0.31462
H 0.90435 -0.18349 -2.22072
H 0.58454 -6.66786 -0.65043
H -0.69677 0.55377 4.51292
H -2.52041 -5.47635 1.05684
H -5.49991 -2.05541 -1.72470
H -1.84864 3.08050 3.11465
O 0.80648 -3.39924 3.48492
H 1.69548 -3.64143 3.87918
H 0.89583 -2.42789 3.64413
O -0.70817 1.45814 -0.96858
H -1.15281 1.96165 -0.32618
H 0.22383 1.33645 -0.78983
O 1.37407 -4.92133 -4.37512
H 0.79196 -4.51327 -5.04413
H 1.20726 -5.64206 -3.82671
O -1.65191 -1.07952 -1.44965
H -1.44561 -1.94908 -1.84376
H -0.80038 -0.94759 -1.03123
O -1.47988 3.79089 -3.55185
H -1.37438 2.78574 -3.57280
H -1.37784 3.88959 -2.54922
O 3.86276 2.62034 -0.00692
H 3.62846 2.44663 0.94194
H 3.69359 3.60427 -0.11472
O 0.35153 -1.46811 -3.30719
H 0.65708 -2.37418 -3.33105
H 0.31970 -1.00653 -4.11967
```

no.,E_LUMO (hartree),gap between HOMO and LUMO (eV),HOMO level (Eh)
1,-0.016,7.593,-0.2946
2,0.030,10.314,-0.3489
3,-0.025,9.043,-0.3571